{
  "formula": "C24H46Cl3N2O4SiTi",
  "method": "ωB97M-V/def2-TZVPD",
  "s2": 2.014,
  "multiplicity": 3,
  "charge": -1,
  "largest_force_ev_per_a": 3.27,
  "total_energy_ha": -3872.323111,
  "orbital_gap_ev": [3.06, 7.44],
  "homo_energy_ev": [-0.7, -5.1],
  "elements": ["C", "C", "H", "H", "H", "C", "C", "H", "H", "H", "H", "Ti", "Cl", "Cl", "C", "O", "N", "C", "C", "H", "H", "H", "H", "H", "H", "H", "H", "H", "C", "C", "N", "H", "C", "O", "H", "H", "H", "H", "O", "C", "C", "C", "H", "C", "H", "C", "H", "C", "C", "H", "H", "H", "Si", "Cl", "C", "C", "C", "H", "H", "H", "H", "H", "H", "H", "H", "H", "C", "C", "O", "C", "C", "H", "H", "H", "H", "H", "H", "H", "H", "H", "H"],
  "coordinates": [[-0.116, -2.067, -4.456], [0.816, -3.154, -4.033], [0.229, -1.594, -5.379], [-0.195, -1.299, -3.676], [-1.122, -2.477, -4.634], [1.701, -3.747, -4.841], [1.789, -3.492, -6.310], [2.393, -4.489, -4.439], [1.703, -2.426, -6.569], [1.019, -4.033, -6.884], [2.765, -3.845, -6.663], [-1.815, 2.755, 0.895], [-3.926, 2.592, 1.692], [-2.035, 1.414, -0.871], [-1.734, 0.425, 2.431], [-1.057, 1.500, 2.247], [-1.283, -0.526, 3.224], [0.058, -0.433, 3.812], [-2.001, -1.788, 3.333], [-2.706, 0.261, 1.928], [0.317, 0.620, 3.943], [0.802, -0.919, 3.163], [0.050, -0.940, 4.782], [-3.021, -1.654, 2.974], [-2.039, -2.113, 4.371], [-1.532, -2.577, 2.739], [-0.113, 4.782, -2.902], [0.795, 2.449, -1.768], [0.474, 5.319, -2.143], [1.501, 3.188, -1.362], [0.810, 4.430, -1.035], [-0.113, 6.169, -1.782], [0.262, 4.567, 0.165], [0.048, 3.596, 0.959], [1.979, 2.791, -0.459], [-0.025, 5.592, 0.447], [1.403, 5.674, -2.601], [2.258, 3.426, -2.115], [1.315, -2.440, -1.834], [0.724, -3.505, -2.560], [2.593, -5.204, -1.979], [1.251, -4.899, -2.240], [3.342, -4.407, -1.920], [2.973, -6.552, -1.829], [-0.354, -3.508, -2.341], [0.297, -5.925, -2.327], [4.020, -6.809, -1.638], [2.023, -7.571, -1.961], [0.684, -7.260, -2.212], [-0.740, -5.654, -2.544], [2.330, -8.620, -1.890], [-0.062, -8.049, -2.345], [1.397, -1.812, -0.259], [-2.409, 4.552, -0.515], [3.207, -1.572, 0.119], [0.730, -3.140, 0.874], [0.492, -0.213, -0.355], [3.753, -2.493, -0.119], [3.354, -1.349, 1.187], [3.636, -0.750, -0.472], [0.891, 0.412, -1.165], [0.478, 0.373, 0.568], [-0.544, -0.468, -0.617], [1.296, -4.065, 0.684], [-0.331, -3.350, 0.682], [0.855, -2.883, 1.935], [-1.696, 4.550, 5.439], [-2.496, 4.024, 4.264], [-1.946, 4.433, 2.991], [-1.928, 5.875, 2.851], [-3.291, 6.520, 2.991], [-0.620, 4.396, 5.298], [-2.006, 4.009, 6.337], [-1.893, 5.612, 5.623], [-2.521, 2.933, 4.247], [-3.539, 4.360, 4.332], [-1.219, 6.266, 3.599], [-1.497, 6.084, 1.863], [-3.724, 6.429, 3.993], [-3.168, 7.589, 2.789], [-4.002, 6.100, 2.276]]
}